Entry one
C5H7NS2 | ωB97M-V with the def2-TZVPD basis set

SMILES ... SCC1=NS[C@@H]2C[C@@H]12
M ... 145.25 g mol⁻¹
Highest occupied orbital energy ... -8.720 eV
LUMO ... 0.03 eV

ORCA input file:
```
! wB97M-V def2-TZVPD RIJCOSX def2/J DEFGRID3
* xyz 0 1
S -1.08 -0.33 2.53
S -0.91 1.17 -2.01
N -0.82 1.43 -0.31
C -0.32 0.49 0.33
C -0.14 0.80 1.68
C 0.09 -0.64 -0.57
C 0.89 -1.35 -1.70
C 0.39 -0.01 -2.00
H 1.18 0.74 -1.93
H -1.25 0.10 4.16
H -0.86 -1.40 -0.65
H 2.04 -1.47 -1.37
H 0.75 0.77 2.12
H -0.42 1.95 1.72
H 0.46 -2.24 -1.99
*
```

Atom charges from the Löwdin analysis, given in e for atoms 1 to 2: 0.682, 0.921

Entry two
C5H7NS2 | ωB97M-V with the def2-TZVPD basis set

M ... 145.25 g mol⁻¹
Highest occupied orbital energy (spin up / spin down) ... -6.896 / -6.767 eV
LUMO (spin up / spin down) ... 0.09 / -0.01 eV

ORCA input file:
```
! wB97M-V def2-TZVPD RIJCOSX def2/J DEFGRID3
* xyz 0 1
S 1.44 -1.11 0.24
S -2.14 1.83 -1.92
N 0.60 1.24 -2.25
C -1.10 -0.80 0.73
C -0.68 1.20 -2.01
C -0.23 -1.21 -0.26
C 1.02 -0.18 1.71
C -0.50 -0.28 1.82
H -0.95 -0.31 2.86
H -0.43 -1.93 -1.07
H 1.33 0.83 1.59
H -2.09 -1.15 0.64
H 1.21 1.93 -2.95
H 1.46 -0.57 2.72
H 1.07 0.50 -1.87
*
```

Atom charges from the Löwdin analysis, given in e for atoms 1 to 2: 0.880, 0.603

The calculated energies rank the structures as follows, beginning with the most stable: entry two, entry one.